Record 1
Computed, not measured: a cluster of 2 separate species, C3H8O2 in total at a distorted geometry, with ωB97M-V/def2-TZVPD.

## Properties
E_HOMO = -8.749 eV
Lowest unoccupied orbital energy = 0.80 eV
SMILES string = C=CO.CO
Energy relative to the best compared isomer or geometry (same formula, charge and spin) = 2.6562 eV
Energy = -7333.394 eV
Molar mass = 76.09 g/mol
Gap between HOMO and LUMO = 9.54 eV

```
! wB97M-V def2-TZVPD RIJCOSX def2/J DEFGRID3
* xyz 0 1
C 1.577 0.370 -1.131
O 1.257 1.372 -0.199
H 2.695 0.525 -1.469
H 1.636 -0.671 -0.814
H 1.029 0.301 -2.056
H 1.912 1.553 0.501
C -1.698 -1.058 0.072
C -1.693 -0.279 1.207
O -0.620 0.432 1.589
H -2.353 -1.931 0.229
H -0.825 -1.227 -0.571
H -2.537 -0.312 1.872
H -0.381 0.924 0.770
*
```


Record 2
Computed, not measured: a cluster of 3 separate species, C26H45BFN2O6S in total at a distorted geometry, with ωB97M-V/def2-TZVPD.

## Properties
E_HOMO = -10.850 eV
Lowest unoccupied orbital energy = -4.48 eV
Energy relative to the best compared isomer or geometry (same formula, charge and spin) = 0.0000 eV
Energy = -57179.044 eV
Molar mass = 543.53 g/mol
Gap between HOMO and LUMO = 6.37 eV

```
! wB97M-V def2-TZVPD RIJCOSX def2/J DEFGRID3
* xyz 1 1
C -6.068 5.342 1.529
C -5.086 4.773 0.533
C -4.943 5.361 -0.720
C -4.059 4.829 -1.653
C -3.310 3.696 -1.345
C -2.358 3.036 -2.334
C -1.731 4.022 -3.319
C -3.185 2.009 -3.149
C -3.453 3.127 -0.079
O -2.729 1.981 0.228
C -1.857 2.102 1.324
C -0.509 1.586 0.927
C -0.342 0.311 0.368
B -1.548 -0.722 0.155
O -2.483 -0.725 1.151
N -1.667 -1.644 -0.955
C -1.227 -3.017 -0.655
C -1.101 -1.162 -2.220
C 0.939 -0.088 0.028
N 1.997 0.703 0.235
C 1.892 1.936 0.768
S 3.339 2.887 1.054
C 0.626 2.373 1.113
F 0.511 3.577 1.637
C -4.333 3.651 0.862
H -7.080 5.264 1.143
H -5.868 6.401 1.675
H -6.001 4.831 2.483
H -5.511 6.239 -0.985
H -3.984 5.290 -2.622
H -1.546 2.544 -1.807
H -2.463 4.662 -3.797
H -1.261 3.458 -4.124
H -0.951 4.633 -2.870
H -3.689 2.560 -3.940
H -3.977 1.605 -2.524
H -2.572 1.216 -3.565
H -2.194 1.490 2.164
H -1.800 3.120 1.696
H -2.884 -1.603 1.188
H -1.493 -3.672 -1.476
H -0.164 -3.105 -0.415
H -1.778 -3.375 0.215
H -1.452 -0.151 -2.409
H -0.008 -1.193 -2.273
H -1.475 -1.796 -3.020
H 1.110 -1.067 -0.388
H 2.934 0.384 0.015
H 3.654 3.371 -0.161
H -4.455 3.184 1.828
C 5.960 0.133 6.612
O 5.928 1.465 6.121
C 6.645 1.645 4.913
C 5.753 1.576 3.689
O 5.126 0.310 3.523
C 3.826 0.253 4.074
H 5.121 0.014 7.296
H 5.872 -0.603 5.812
H 6.890 -0.045 7.161
H 7.459 0.918 4.839
H 7.089 2.644 4.951
H 6.375 1.738 2.803
H 4.996 2.367 3.717
H 3.093 0.686 3.375
H 3.758 0.782 5.025
H 3.577 -0.795 4.238
C 1.061 -8.500 -2.557
O 0.595 -8.003 -3.801
C -0.576 -7.214 -3.700
C -0.279 -5.728 -3.647
O 0.478 -5.352 -2.503
C 1.872 -5.286 -2.754
H 2.111 -8.761 -2.678
H 0.970 -7.761 -1.759
H 0.505 -9.400 -2.276
H -1.169 -7.521 -2.833
H -1.169 -7.408 -4.598
H -1.233 -5.194 -3.586
H 0.228 -5.403 -4.560
H 2.133 -4.327 -3.215
H 2.210 -6.095 -3.403
H 2.387 -5.371 -1.797
*
```